Entry from the Open Molecules 2025 dataset: a cluster of 7 separate species, C49H111N6O in total at a distorted geometry (the ωB97M-V functional and the def2-TZVPD basis).

```
! wB97M-V def2-TZVPD RIJCOSX def2/J DEFGRID3
* xyz 6 2
C 2.394 -9.477 13.316
O 2.274 -8.196 12.765
H 2.290 -9.424 14.400
H 1.648 -10.243 13.103
H 3.233 -10.041 12.908
C 0.311 -5.791 15.988
C 1.748 -5.986 16.498
C 2.909 -5.676 15.514
N 4.387 -6.076 15.883
C 4.927 -5.351 17.142
C 5.355 -5.777 14.716
C 6.385 -6.889 14.826
C 5.926 -7.896 15.925
C 4.465 -7.588 16.177
H 0.078 -4.781 15.649
H -0.424 -5.918 16.783
H 0.043 -6.488 15.194
H 1.821 -7.037 16.779
H 1.850 -5.485 17.460
H 2.860 -4.627 15.222
H 2.707 -6.258 14.615
H 4.784 -4.307 16.861
H 5.946 -5.721 17.257
H 4.266 -5.587 17.976
H 5.687 -4.740 14.751
H 4.793 -5.780 13.782
H 7.422 -6.567 14.918
H 6.398 -7.359 13.842
H 6.651 -7.897 16.739
H 5.973 -8.929 15.579
H 4.294 -7.677 17.250
H 3.717 -8.082 15.557
C 6.272 -4.330 8.776
C 5.525 -5.653 8.451
C 5.425 -6.656 9.690
N 4.467 -7.903 9.512
C 3.026 -7.432 9.611
C 4.811 -8.709 8.255
C 6.026 -9.559 8.630
C 5.858 -9.759 10.128
C 4.738 -8.933 10.597
H 6.402 -3.835 7.814
H 7.270 -4.548 9.157
H 5.646 -3.693 9.400
H 5.869 -6.152 7.545
H 4.537 -5.292 8.168
H 4.959 -6.097 10.501
H 6.420 -7.047 9.899
H 2.669 -6.756 8.834
H 2.801 -6.786 10.460
H 2.404 -8.327 9.652
H 3.929 -9.285 7.974
H 4.902 -7.903 7.527
H 6.072 -10.467 8.028
H 6.948 -9.001 8.467
H 5.548 -10.766 10.405
H 6.811 -9.554 10.616
H 3.830 -9.536 10.593
H 4.728 -8.412 11.554
C -0.884 -9.617 15.429
C -1.616 -9.269 16.742
C -3.002 -8.612 16.334
N -3.743 -7.997 17.569
C -2.872 -6.955 18.390
C -4.108 -9.184 18.546
C -5.584 -8.897 18.977
C -6.193 -8.184 17.765
C -5.068 -7.419 17.066
H -0.128 -10.334 15.748
H -0.570 -8.734 14.873
H -1.510 -10.137 14.704
H -0.919 -8.706 17.362
H -1.742 -10.225 17.250
H -3.663 -9.361 15.899
H -2.910 -7.773 15.644
H -2.494 -6.172 17.733
H -1.906 -7.324 18.735
H -3.503 -6.636 19.221
H -3.508 -9.171 19.456
H -4.072 -10.135 18.014
H -5.672 -8.212 19.820
H -6.068 -9.826 19.280
H -7.049 -7.553 18.006
H -6.547 -8.947 17.072
H -5.156 -6.362 17.318
H -5.172 -7.607 15.998
C 3.736 -11.104 17.321
C 5.240 -11.471 17.521
C 5.882 -10.928 18.828
N 7.422 -11.195 18.892
C 8.157 -10.121 18.024
C 7.799 -12.639 18.467
C 9.145 -12.940 19.225
C 9.200 -12.007 20.444
C 7.935 -11.121 20.392
H 3.627 -10.026 17.442
H 3.222 -11.726 18.053
H 3.456 -11.395 16.308
H 5.768 -11.212 16.603
H 5.310 -12.557 17.574
H 5.314 -11.398 19.631
H 5.896 -9.849 18.982
H 7.807 -9.174 18.435
H 7.882 -10.142 16.970
H 9.223 -10.277 18.190
H 7.824 -12.679 17.378
H 7.013 -13.317 18.799
H 10.029 -12.856 18.592
H 9.107 -13.977 19.558
H 10.030 -11.301 20.416
H 9.197 -12.578 21.373
H 7.936 -10.050 20.596
H 7.196 -11.572 21.054
C 0.847 -4.191 12.810
C -0.381 -4.899 12.365
C -0.129 -6.423 12.165
N -1.291 -7.218 11.433
C -2.640 -7.146 12.179
C -1.418 -6.789 9.916
C -1.625 -8.100 9.128
C -1.711 -9.207 10.219
C -0.892 -8.691 11.401
H 1.703 -4.283 12.142
H 1.302 -4.669 13.678
H 0.751 -3.105 12.810
H -0.823 -4.559 11.428
H -1.175 -4.744 13.094
H 0.012 -6.930 13.119
H 0.768 -6.630 11.581
H -3.370 -7.666 11.558
H -2.934 -6.105 12.312
H -2.592 -7.709 13.111
H -2.197 -6.033 9.816
H -0.450 -6.302 9.801
H -2.510 -8.165 8.495
H -0.821 -8.424 8.468
H -2.756 -9.412 10.454
H -1.430 -10.196 9.855
H -1.001 -9.156 12.381
H 0.098 -8.677 10.945
C 5.042 -13.283 8.601
C 3.699 -13.387 9.394
C 3.976 -14.540 10.328
N 2.928 -14.753 11.461
C 1.544 -15.081 10.907
C 2.726 -13.541 12.360
C 2.479 -14.109 13.809
C 2.629 -15.646 13.717
C 3.454 -15.839 12.476
H 5.147 -12.456 7.899
H 5.167 -14.151 7.954
H 5.897 -13.089 9.249
H 2.870 -13.711 8.765
H 3.634 -12.515 10.045
H 4.962 -14.452 10.784
H 3.866 -15.481 9.789
H 1.232 -14.408 10.109
H 0.770 -15.133 11.673
H 1.495 -16.007 10.334
H 1.955 -12.864 11.992
H 3.657 -12.973 12.380
H 1.547 -13.704 14.203
H 3.286 -13.747 14.446
H 1.622 -16.022 13.537
H 3.000 -16.054 14.657
H 3.225 -16.814 12.046
H 4.535 -15.753 12.588
*
```

* DFT total energy: -2334.8576 Ha
* LUMO (alpha / beta): -11.945 / -15.280 eV
* largest force on an atom: 2.80 eV/Å
* orbital gap (alpha / beta): 10.3 / 7.0 eV
* ⟨S²⟩: 0.754

Löwdin atomic charge list, values in e, 99 entries:
1 C -0.1578
2 O -0.0537
3 H 0.0678
4 H 0.0983
5 H 0.0780
6 C -0.0742
7 C -0.1925
8 C -0.0959
9 N -0.2311
10 C 0.0832
11 C -0.0762
12 C -0.1163
13 C -0.1434
14 C -0.1028
15 H 0.0894
16 H 0.0630
17 H 0.0441
18 H 0.0957
19 H 0.1207
20 H 0.1357
21 H 0.0951
22 H 0.1226
23 H 0.1169
24 H 0.1102
25 H 0.1461
26 H 0.1185
27 H 0.1345
28 H 0.1041
29 H 0.1027
30 H 0.1034
31 H 0.1242
32 H 0.1083
33 C -0.0652
34 C -0.2056
35 C -0.0515
36 N -0.2321
37 C 0.0019
38 C -0.0562
39 C -0.0959
40 C -0.1593
41 C -0.1514
42 H 0.0961
43 H 0.0843
44 H 0.0816
45 H 0.1075
46 H 0.1029
47 H 0.1158
48 H 0.1330
49 H 0.1132
50 H 0.0785
51 H 0.0922
52 H 0.1420
53 H 0.1255
54 H 0.1150
55 H 0.1320
56 H 0.1042
57 H 0.1311
58 H 0.1096
59 H 0.1217
60 C -0.1171
61 C -0.1935
62 C -0.0924
63 N -0.2051
64 C 0.0545
65 C -0.0620
66 C -0.1220
67 C -0.1386
68 C -0.0948
69 H 0.0761
70 H 0.0384
71 H 0.0755
72 H 0.0972
73 H 0.1150
74 H 0.1378
75 H 0.1113
76 H 0.0847
77 H 0.0851
78 H 0.1209
79 H 0.1323
80 H 0.1281
81 H 0.1235
82 H 0.1338
83 H 0.1369
84 H 0.1215
85 H 0.1397
86 H 0.1231
87 C -0.0725
88 C -0.2312
89 C -0.0924
90 N -0.2322
91 C 0.0503
92 C -0.0760
93 C -0.1142
94 C -0.1225
95 C -0.0536
96 H 0.0506
97 H 0.0898
98 H 0.0558
99 H 0.0875